[1]
DFT (ωB97M-V/def2-TZVPD) results for a molecular structure, C23H27Cl5FeN6SSi.

## Properties
<S²>   6.199
Spin multiplicity   5
Calculated total energy   -5473.47542 hartree
Charge   0
LUMO (spin up / spin down)   -0.0017 / -0.0009 hartree
ΔE to the lowest compared entry with this formula, charge and spin   28.0 kcal per mole

Cartesian coordinates (Å):
Fe (-0.770791, -0.133662, 0.009920)
N (-1.470104, 4.235358, -0.571669)
C (-1.297165, 3.002058, -0.008794)
S (-2.140619, 1.655471, -0.776843)
N (-0.561983, 2.852280, 1.038488)
N (-0.648131, 1.547169, 1.547704)
C (-1.666488, 1.310849, 2.378725)
C (-2.072938, -0.009915, 2.629907)
C (-3.043300, -0.342681, 3.613216)
C (-3.369482, -1.645986, 3.835714)
C (-2.727152, -2.659548, 3.080667)
C (-1.833422, -2.277794, 2.115627)
N (-1.498879, -0.999599, 1.856587)
H (-1.741646, 4.252736, -1.540206)
H (-0.849881, 4.962690, -0.254752)
H (-2.185325, 2.143947, 2.845770)
H (-3.509903, 0.462568, 4.167388)
H (-4.112480, -1.910328, 4.577517)
H (-2.944649, -3.705719, 3.240762)
H (-1.341948, -3.027058, 1.501189)
Cl (-2.509927, -1.513364, -1.157242)
C (-1.090910, -2.524470, -1.106284)
C (0.053845, -1.938934, -0.540392)
C (1.154008, -2.788570, -0.509052)
Cl (2.690206, -2.215968, 0.099882)
C (1.130797, -4.104439, -0.983672)
Cl (2.535044, -5.096241, -0.908641)
C (-0.035077, -4.624023, -1.534784)
Cl (-0.082041, -6.230860, -2.137208)
C (-1.167365, -3.817826, -1.596937)
Cl (-2.631029, -4.418150, -2.267128)
C (1.257634, -0.680767, -2.984110)
Si (0.591272, 0.595883, -1.745791)
C (2.097650, 1.318667, -0.848635)
C (0.061736, 1.950454, -2.967615)
C (-0.931421, 1.681596, -3.917981)
C (-1.361839, 2.650235, -4.808309)
C (-0.791390, 3.920742, -4.783907)
C (0.203195, 4.204752, -3.861910)
C (0.618790, 3.228345, -2.957628)
H (1.708494, -0.143376, -3.822801)
H (0.470889, -1.331652, -3.380028)
H (2.025894, -1.316530, -2.538633)
H (2.721997, 1.838061, -1.582053)
H (2.715262, 0.529319, -0.414968)
H (1.812884, 2.037364, -0.073466)
H (-1.392174, 0.696967, -3.939496)
H (-2.143998, 2.421598, -5.523006)
H (-1.122522, 4.680300, -5.481916)
H (0.650488, 5.191700, -3.833223)
H (1.384874, 3.476358, -2.231751)
N (3.800944, -0.453639, 3.063037)
C (2.649897, -0.559470, 3.961787)
C (1.444112, -1.037685, 3.160823)
N (1.338667, -0.201630, 1.946038)
H (4.576761, 0.021361, 3.502217)
H (2.295621, 0.005485, 1.649235)
H (4.122684, -1.372340, 2.778527)
H (2.441235, 0.438583, 4.351793)
H (2.811083, -1.232088, 4.806774)
H (0.528990, -0.963079, 3.741793)
H (1.592338, -2.074611, 2.858128)
H (0.798353, -0.645698, 1.176374)
H (0.760325, 0.684828, 2.055252)

Forces on atoms 1 to 3 (eV/Å):
Fe -1.0075 1.1088 0.3082
N -0.0909 -0.0263 0.0408
C -0.0333 -0.3225 0.0456

Charges computed using natural (NBO), reported in e:
1. Fe 0.792
2. N -0.813
3. C 0.284
4. S -0.264
5. N -0.423
6. N -0.535
7. C 0.007
8. C 0.061
9. C -0.210
10. C -0.186
11. C -0.319
12. C 0.058
13. N -0.658
14. H 0.404
15. H 0.392
16. H 0.201
17. H 0.218
18. H 0.215
19. H 0.220
20. H 0.190
21. Cl 0.085
22. C 0.004
23. C -0.445
24. C 0.010
25. Cl -0.019
26. C -0.118
27. Cl 0.057
28. C -0.092
29. Cl 0.067
30. C -0.109
31. Cl 0.065
32. C -1.152
33. Si 1.429
34. C -1.184
35. C -0.509
36. C -0.127
37. C -0.236
38. C -0.225
39. C -0.216
40. C -0.226
41. H 0.240
42. H 0.232
43. H 0.226
44. H 0.245
45. H 0.224
46. H 0.249
47. H 0.197
48. H 0.211
49. H 0.211
50. H 0.208
51. H 0.208
52. N -0.857
53. C -0.232
54. C -0.227
55. N -0.800
56. H 0.380
57. H 0.463
58. H 0.367
59. H 0.202
60. H 0.194
61. H 0.237
62. H 0.212
63. H 0.443
64. H 0.476

---

[2]
DFT (ωB97M-V/def2-TZVPD) results for a molecular structure, C23H27ClEuO2P.

## Properties
<S²>   12.082
Spin multiplicity   7
Calculated total energy   -2554.26829 hartree
Charge   +2
LUMO (spin up / spin down)   -0.3678 / -0.3272 hartree

Cartesian coordinates (Å):
Eu (0.827405, -0.766208, 0.128598)
Cl (1.906256, -1.534715, -1.913252)
C (-0.750112, 1.890899, -1.814522)
O (-0.541429, 2.737737, -2.589224)
P (-1.948286, -1.330653, -0.799331)
C (-3.564483, -0.949716, 0.033774)
C (-2.302989, -1.106676, -2.604295)
C (-1.732970, -3.160417, -0.701997)
C (-1.696023, -1.951112, -3.574057)
C (-1.963445, -1.689388, -4.925665)
C (-2.728206, -0.623460, -5.380780)
C (-3.246973, 0.202371, -4.398702)
C (-3.036771, -0.021696, -3.052440)
H (-0.935139, -2.640699, -3.280128)
H (-1.494627, -2.298439, -5.647868)
H (-2.919141, -0.458821, -6.433070)
H (-3.789919, 1.065734, -4.711891)
H (-3.354078, 0.741695, -2.335886)
C (-3.741100, 0.286794, 0.692515)
C (-4.906825, 0.560082, 1.379557)
C (-5.980522, -0.290575, 1.416193)
C (-5.813062, -1.495003, 0.743803)
C (-4.644399, -1.837496, 0.087499)
H (-2.879892, 0.939385, 0.722761)
H (-4.973431, 1.488180, 1.940947)
H (-6.898757, -0.032911, 1.942175)
H (-6.628126, -2.162912, 0.760024)
H (-4.517073, -2.828454, -0.380081)
C (-2.568382, -4.088648, -1.369808)
C (-2.387676, -5.454801, -1.212455)
C (-1.348252, -5.992084, -0.452595)
C (-0.506677, -5.070058, 0.140487)
C (-0.667168, -3.694829, 0.037664)
H (-3.313619, -3.722336, -2.061493)
H (-3.033830, -6.132362, -1.696706)
H (-1.210185, -7.058505, -0.344763)
H (0.317655, -5.456649, 0.709816)
H (0.043001, -2.993421, 0.522645)
H (-0.389367, 0.189750, 1.333881)
H (-0.309913, -0.625876, 2.119190)
C (2.445074, 3.410343, -0.097836)
C (2.840034, 1.952381, -0.055138)
O (1.955163, 1.216714, 0.914192)
C (1.657372, 1.748589, 2.234953)
C (2.793417, 1.926945, 3.218133)
H (1.392280, 3.493315, -0.336894)
H (2.998861, 3.897543, -0.895781)
H (2.680249, 3.993912, 0.795015)
H (2.635145, 1.413068, -0.971113)
H (3.903490, 1.873684, 0.164996)
H (1.109741, 2.699070, 2.058355)
H (0.912254, 1.081325, 2.639754)
H (3.535239, 2.594539, 2.852896)
H (2.462309, 2.341495, 4.158511)
H (3.185905, 0.953294, 3.473438)

Forces on atoms 1 to 3 (eV/Å):
Eu 2.2192 -0.6463 -2.8014
Cl -0.0911 0.1151 0.0874
C 1.2883 3.7025 -3.3313

Charges computed using Mulliken, reported in e:
1. Eu 0.771
2. Cl -0.332
3. C 0.231
4. O -0.192
5. P 0.866
6. C 0.812
7. C 0.605
8. C 1.017
9. C -0.607
10. C -0.625
11. C -0.634
12. C -0.646
13. C -0.433
14. H 0.428
15. H 0.439
16. H 0.458
17. H 0.436
18. H 0.496
19. C -0.364
20. C -0.477
21. C -0.718
22. C -0.550
23. C -0.413
24. H 0.283
25. H 0.378
26. H 0.423
27. H 0.460
28. H 0.269
29. C -0.358
30. C -0.714
31. C -0.762
32. C -0.702
33. C -0.111
34. H 0.526
35. H 0.462
36. H 0.453
37. H 0.410
38. H -0.367
39. H -0.195
40. H 0.576
41. C -1.230
42. C -0.093
43. O -0.302
44. C -0.144
45. C -1.300
46. H 0.308
47. H 0.401
48. H 0.346
49. H 0.351
50. H 0.248
51. H 0.396
52. H 0.334
53. H 0.348
54. H 0.403
55. H 0.334

---

[3]
DFT (ωB97M-V/def2-TZVPD) results for C23H27ClN4O in the gas phase.

## Properties
Calculated total energy   -1647.09825 hartree
SMILES string   C=C(C)CNC(=O)[C@@H](c1cccn2ccnc12)N(CC(C)C)c1ccc(Cl)cc1
Charge   0
LUMO   0.0133 hartree
ΔE to the lowest compared entry with this formula, charge and spin   18.5 kcal per mole

Cartesian coordinates (Å):
C (-5.110989, -0.654129, -2.945522)
C (-4.068461, -1.448225, -2.745695)
C (-4.192872, -2.936329, -2.604331)
C (-2.670950, -0.888081, -2.792036)
N (-1.831758, -1.088464, -1.614434)
C (-2.236931, -1.375675, -0.368510)
O (-3.397777, -1.509464, -0.014326)
C (-1.152120, -1.530412, 0.721792)
C (0.191373, -2.187230, 0.424837)
C (0.608012, -3.183022, 1.262148)
C (1.910147, -3.750083, 1.190426)
C (2.792517, -3.292559, 0.277759)
N (2.396181, -2.304554, -0.583249)
C (3.088227, -1.694087, -1.606201)
C (2.204520, -0.819326, -2.168790)
N (1.000826, -0.858589, -1.536856)
C (1.123320, -1.751947, -0.567850)
N (-1.008943, -0.276049, 1.481988)
C (-0.660082, -0.474291, 2.884011)
C (-1.775511, -1.111937, 3.713737)
C (-3.098573, -0.379790, 3.527195)
C (-1.343842, -1.131229, 5.177208)
C (-0.308345, 0.772253, 0.821737)
C (1.028892, 1.051187, 1.091884)
C (1.700111, 2.045687, 0.398230)
C (1.026238, 2.761381, -0.575334)
Cl (1.871052, 3.991459, -1.472977)
C (-0.313394, 2.525423, -0.835799)
C (-0.978716, 1.541151, -0.124880)
H (-4.993442, 0.416690, -3.057600)
H (-6.117917, -1.049938, -2.984394)
H (-3.789214, -3.266873, -1.647616)
H (-5.234968, -3.247659, -2.660347)
H (-3.636839, -3.443452, -3.398318)
H (-2.141225, -1.350136, -3.631142)
H (-2.732517, 0.183901, -3.005070)
H (-0.838870, -0.900591, -1.750209)
H (-1.655946, -2.215681, 1.399899)
H (-0.071746, -3.543500, 2.024759)
H (2.206299, -4.533297, 1.872162)
H (3.804792, -3.651512, 0.167091)
H (4.109243, -1.944502, -1.831393)
H (2.377941, -0.158911, -3.002588)
H (0.263426, -1.062945, 3.011482)
H (-0.460782, 0.517757, 3.297700)
H (-1.911407, -2.152940, 3.398683)
H (-2.983794, 0.678139, 3.781073)
H (-3.446090, -0.446602, 2.496926)
H (-3.864857, -0.801319, 4.180413)
H (-1.237080, -0.112323, 5.558585)
H (-2.084039, -1.641134, 5.794772)
H (-0.386268, -1.640492, 5.308855)
H (1.561672, 0.472473, 1.836326)
H (2.741820, 2.255491, 0.599139)
H (-0.830794, 3.118194, -1.577724)
H (-2.031709, 1.360120, -0.296947)

Forces on atoms 1 to 3 (eV/Å):
C -0.0005 0.0006 0.0028
C 0.0534 -0.1397 -0.0650
C 0.0002 -0.0024 -0.0006

Charges computed using natural (NBO), reported in e:
1. C -0.396
2. C 0.039
3. C -0.647
4. C -0.244
5. N -0.636
6. C 0.682
7. O -0.638
8. C -0.161
9. C 0.026
10. C -0.214
11. C -0.259
12. C 0.022
13. N -0.308
14. C -0.134
15. C -0.019
16. N -0.523
17. C 0.306
18. N -0.450
19. C -0.209
20. C -0.225
21. C -0.614
22. C -0.599
23. C 0.141
24. C -0.238
25. C -0.218
26. C -0.044
27. Cl -0.011
28. C -0.240
29. C -0.151
30. H 0.191
31. H 0.195
32. H 0.233
33. H 0.216
34. H 0.205
35. H 0.203
36. H 0.195
37. H 0.444
38. H 0.239
39. H 0.221
40. H 0.231
41. H 0.218
42. H 0.224
43. H 0.217
44. H 0.171
45. H 0.210
46. H 0.186
47. H 0.198
48. H 0.243
49. H 0.205
50. H 0.202
51. H 0.213
52. H 0.203
53. H 0.219
54. H 0.225
55. H 0.227
56. H 0.225

---

- The highest charge belongs to which entry?
  C23H27ClEuO2P

---

- Which value of charge does entry 1 give?
  0